The following is a quantum chemistry calculation of C14H10N4PmS2 as an isolated structure, from OMol25.

Element x y z (Å)
Pm: 0.4231 -1.6438 -2.6084
N: 0.4760 0.6265 1.1357
C: 0.6396 -0.1965 2.2928
C: 0.7665 0.3989 3.5316
C: 0.9140 -0.3949 4.6627
C: 0.9064 -1.7740 4.5497
C: 0.7549 -2.3714 3.3028
C: 0.6419 -1.5773 2.1767
S: 0.4912 -2.3506 0.5894
N: -0.0793 -1.0568 -0.3927
C: 0.0395 0.1908 -0.0459
C: -0.3180 1.1996 -1.0948
C: -0.7433 2.4753 -0.7904
C: -1.0514 3.3453 -1.8327
C: -0.9218 2.9054 -3.1358
C: -0.5004 1.6022 -3.3531
N: -0.2078 0.7570 -2.3620
H: 0.5830 1.6190 1.2736
H: 0.7548 1.4787 3.6206
H: 1.0269 0.0731 5.6303
H: 1.0127 -2.3940 5.4284
H: 0.7348 -3.4498 3.2126
H: -0.8669 2.7936 0.2354
H: -1.3926 4.3496 -1.6208
H: -1.1462 3.5481 -3.9748
H: -0.3940 1.2262 -4.3651
S: 4.2024 -2.6344 -3.2831
C: 2.7569 -2.2627 -3.0683
N: -3.2165 -2.1582 -3.2345
C: -2.0773 -2.0565 -3.1188
H: -4.2092 -2.2684 -3.3611

Values from the calculation:
Spin multiplicity: 6
HOMO (alpha / beta): -12.62 / -13.72 eV
HOMO-LUMO gap (alpha / beta): 5.79 / 6.92 eV
ΔE to the lowest compared entry with this formula, charge and spin: 0.0000 eV
Net charge: +2


The following is a quantum chemistry calculation of a 2-piece molecular cluster, C14H10S overall, from OMol25.

Element x y z (Å)
C: 3.0993 0.7542 -0.9316
C: -2.9056 1.4115 -0.7013
C: 3.4220 -0.1043 0.1519
C: -3.4017 0.6117 0.3731
C: 1.7429 0.9063 -1.2897
C: -1.5943 1.4839 -1.0797
C: 2.4630 -0.7239 0.9549
C: -2.4617 -0.0625 1.1900
C: 0.7981 0.4193 -0.4052
C: -0.6552 0.7494 -0.3711
C: 1.1484 -0.3279 0.7533
C: -1.1254 0.0826 0.7943
C: -0.2256 -2.5293 -0.0282
C: -0.0903 -0.6038 1.4713
S: -0.2983 -2.1447 -1.5189
H: 4.0016 1.1396 -1.4886
H: -3.4883 2.0086 -1.4179
H: 4.4719 -0.3919 0.4902
H: -4.5241 0.5296 0.5579
H: 1.3460 1.5144 -2.2262
H: -1.2303 1.9816 -2.0142
H: 2.8934 -1.3780 1.7430
H: -2.6124 -0.7086 2.0356
H: -0.5924 -3.4293 0.5810
H: -0.1810 -1.1884 2.3761

Values from the calculation:
Spin multiplicity: 3
HOMO (alpha / beta): -6.37 / -8.18 eV
HOMO-LUMO gap (alpha / beta): 6.53 / 6.24 eV


The following is a quantum chemistry calculation of C14H11AuN4O7 as an isolated structure, from OMol25.

Element x y z (Å)
Au: -0.9625 0.4310 0.6541
N: -3.1703 1.0860 1.6443
C: -3.7160 -0.1741 2.1340
C: -3.4736 -1.3511 1.1629
O: -4.3374 -2.2422 1.1641
O: -2.4014 -1.3359 0.4838
H: -3.0945 1.8029 2.3501
H: -3.6965 1.4653 0.8681
H: -4.7856 -0.1498 2.3506
H: -3.1856 -0.4325 3.0547
N: -1.8511 0.6048 -3.7287
C: -1.8444 1.2951 -2.5208
O: -0.8977 1.1082 -1.7530
C: -2.9419 2.2024 -2.3091
C: -3.9600 2.3258 -3.2857
N: -4.7742 2.3870 -4.1095
C: -3.0849 2.9716 -1.1284
N: -3.2618 3.6266 -0.1902
H: -2.7390 0.4963 -4.1923
H: -1.2806 -0.2229 -3.6901
O: 2.4280 2.7730 1.2181
C: 1.8935 1.6628 1.2599
O: 0.7291 1.3912 1.7028
C: 2.7849 0.4628 0.8919
C: 4.1515 0.6772 0.7593
C: 5.0479 -0.3667 0.5006
C: 4.5061 -1.6204 0.3769
O: 5.1561 -2.8120 0.1122
C: 4.1479 -3.8183 0.1917
O: 2.8875 -3.1856 0.3050
C: 3.1529 -1.8396 0.4972
C: 2.2621 -0.8312 0.7588
H: 4.5005 1.6959 0.8615
H: 6.1136 -0.2011 0.3988
H: 4.3294 -4.4468 1.0710
H: 4.1722 -4.4278 -0.7135
H: 1.1958 -1.0079 0.8489

Values from the calculation:
HOMO: -2.07 eV
HOMO-LUMO gap: 6.34 eV
ΔE to the lowest compared entry with this formula, charge and spin: 0.3088 eV
Net charge: -2


The following is a quantum chemistry calculation of C14H11Cl2N3O7SV as an isolated structure, from OMol25.

Element x y z (Å)
V: -1.0794 -0.1522 1.4309
C: 1.0162 3.0377 0.9121
C: 1.5050 1.7090 1.3478
N: 0.7674 0.6455 1.6411
C: 1.6469 -0.3898 1.9138
C: 2.9196 0.0623 1.8098
N: 2.8023 1.3822 1.4596
C: 4.2770 -0.5305 1.9803
O: 4.3406 -1.8099 2.2996
O: 5.2350 0.1726 1.8123
C: 1.0614 -1.7175 2.1425
O: 1.7073 -2.6958 2.4097
O: -0.2700 -1.6984 1.9719
H: -0.0630 3.0935 1.0298
H: 1.2532 3.1831 -0.1422
H: 1.4787 3.8361 1.4915
H: 3.6080 1.9731 1.2984
H: 3.4533 -2.2201 2.3961
Cl: -2.6993 1.8383 1.7619
C: -2.7357 1.6741 3.5382
Cl: -1.8507 0.1841 3.9434
H: -3.7658 1.5746 3.8592
H: -2.2346 2.5230 3.9870
O: 0.8642 0.7457 -1.4241
C: -0.1979 0.1898 -1.5150
N: -1.1277 0.0495 -0.4623
S: -2.5689 -0.6187 -0.9641
O: -2.7615 -1.6006 0.0921
O: -3.5891 0.3598 -1.1638
C: -1.9601 -1.1374 -2.5160
C: -2.5925 -1.8802 -3.4905
C: -1.9059 -2.0619 -4.6867
C: -0.6490 -1.5005 -4.8890
C: -0.0369 -0.7433 -3.8980
C: -0.7074 -0.5661 -2.7019
H: -3.5738 -2.3065 -3.3355
H: -2.3645 -2.6486 -5.4708
H: -0.1419 -1.6563 -5.8311
H: 0.9394 -0.2994 -4.0381

Values from the calculation:
Spin multiplicity: 3
HOMO (alpha / beta): -13.13 / -13.14 eV
HOMO-LUMO gap (alpha / beta): 8.27 / 9.13 eV
ΔE to the lowest compared entry with this formula, charge and spin: 0.0000 eV
Net charge: +1


The following is a quantum chemistry calculation of one molecule with the formula C14H11FN4O2S, from OMol25.

Element x y z (Å)
O: -4.2833 -2.5331 -0.6867
C: -3.5640 -1.5993 -0.4226
N: -2.1891 -1.7927 -0.3921
C: -1.1742 -0.8618 -0.4631
S: -1.3628 0.7215 -0.8926
N: 0.0477 -1.3629 -0.2202
N: 1.1844 -0.5815 -0.2699
C: 2.3479 -1.1622 0.1129
O: 2.3489 -2.3270 0.4842
C: 3.5733 -0.3276 0.0750
C: 4.6957 -0.8318 0.7348
C: 5.8892 -0.1384 0.7548
C: 5.9921 1.0806 0.1034
C: 4.8995 1.5992 -0.5690
C: 3.7093 0.8964 -0.5758
F: 2.6721 1.4328 -1.2551
C: -4.0626 -0.2636 -0.0276
C: -4.9872 0.4170 -0.8126
C: -5.4751 1.6314 -0.3615
C: -5.0342 2.1041 0.8653
N: -4.1893 1.4404 1.6374
C: -3.7170 0.2913 1.2069
H: -1.9243 -2.7686 -0.4931
H: 0.2616 -2.3056 0.1030
H: 1.0118 0.3707 -0.5820
H: 4.5950 -1.7862 1.2290
H: 6.7404 -0.5480 1.2759
H: 6.9221 1.6278 0.1131
H: 4.9528 2.5411 -1.0919
H: -5.2936 0.0037 -1.7619
H: -6.1791 2.1983 -0.9499
H: -5.3734 3.0537 1.2571
H: -3.0347 -0.2198 1.8747

Values from the calculation:
HOMO: -8.64 eV
HOMO-LUMO gap: 8.57 eV
ΔE to the lowest compared entry with this formula, charge and spin: 0.0000 eV
SMILES string: O=C(NC(=S)NNC(=O)c1ccccc1F)c1cccnc1


The following is a quantum chemistry calculation of C14H11I2N3O3S5SbV as an isolated structure, from OMol25.

Element x y z (Å)
V: 1.4114 0.6709 -1.0214
I: -3.7804 2.2404 5.6079
C: -2.3125 1.3290 4.4855
C: -1.1785 0.8070 5.1968
C: -0.2038 0.1493 4.4854
I: 1.2660 -0.8501 5.5184
C: -0.2984 0.0420 3.0862
O: 0.5349 -0.6815 2.4454
C: -1.3622 0.7336 2.3615
C: -1.2565 1.0626 0.8746
N: -0.5831 0.1795 -0.1931
C: -0.8796 -1.2607 0.0306
C: 0.0037 -1.9600 -1.0472
C: -0.3317 -3.0486 -1.8134
C: 0.6366 -3.6388 -2.7069
C: 1.9465 -3.2243 -2.5368
C: 2.1659 -1.9935 -1.8771
N: 1.2449 -1.3747 -1.1200
C: -2.3326 1.4136 3.1043
H: -1.1575 0.7488 6.2658
H: -0.7119 2.0001 0.7804
H: -2.2916 1.2073 0.4757
H: -1.0634 0.3902 -1.0642
H: -1.9437 -1.4445 -0.0468
H: -0.5313 -1.5448 1.0763
H: -1.2749 -3.5509 -1.5932
H: 0.3762 -4.3939 -3.4137
H: 2.7434 -3.9338 -2.7637
H: 3.1352 -1.6429 -1.7069
H: -3.1361 1.9804 2.6138
S: 2.9110 -1.5231 -4.1621
Sb: 2.5684 0.8110 -3.8495
S: 3.6330 1.3633 -1.7776
S: 0.3541 1.3246 -2.7316
S: 3.1313 2.4440 -5.3145
O: -3.4802 4.8347 -5.6701
O: -3.8718 4.9525 -6.9078
S: 1.5849 2.8352 2.6100
C: 2.0121 1.6981 1.5366
N: 2.3220 0.8480 0.7623

Values from the calculation:
Spin multiplicity: 3
HOMO (alpha / beta): -1.96 / -1.96 eV
HOMO-LUMO gap (alpha / beta): 5.54 / 3.56 eV
ΔE to the lowest compared entry with this formula, charge and spin: 4.6775 eV
Net charge: -2


Repeat the second record exactly.
The following is a quantum chemistry calculation of a 2-piece molecular cluster, C14H10S overall, from OMol25.

Element x y z (Å)
C: 3.0993 0.7542 -0.9316
C: -2.9056 1.4115 -0.7013
C: 3.4220 -0.1043 0.1519
C: -3.4017 0.6117 0.3731
C: 1.7429 0.9063 -1.2897
C: -1.5943 1.4839 -1.0797
C: 2.4630 -0.7239 0.9549
C: -2.4617 -0.0625 1.1900
C: 0.7981 0.4193 -0.4052
C: -0.6552 0.7494 -0.3711
C: 1.1484 -0.3279 0.7533
C: -1.1254 0.0826 0.7943
C: -0.2256 -2.5293 -0.0282
C: -0.0903 -0.6038 1.4713
S: -0.2983 -2.1447 -1.5189
H: 4.0016 1.1396 -1.4886
H: -3.4883 2.0086 -1.4179
H: 4.4719 -0.3919 0.4902
H: -4.5241 0.5296 0.5579
H: 1.3460 1.5144 -2.2262
H: -1.2303 1.9816 -2.0142
H: 2.8934 -1.3780 1.7430
H: -2.6124 -0.7086 2.0356
H: -0.5924 -3.4293 0.5810
H: -0.1810 -1.1884 2.3761

Values from the calculation:
Spin multiplicity: 3
HOMO (alpha / beta): -6.37 / -8.18 eV
HOMO-LUMO gap (alpha / beta): 6.53 / 6.24 eV